Entry 1:
A single C4H6Cl2S molecule at a distorted geometry, computed with ωB97M-V/def2-TZVPD.

Geometry as ORCA input:
```
! RIJCOSX wB97M-V def2-TZVPD def2/J DEFGRID3
* xyz 0 1
C -0.28942 1.77423 -0.80777
C -0.41167 0.63758 0.21975
C 0.25821 -0.51969 0.17122
C 0.09794 -1.68068 1.11312
H 0.64503 -0.08421 -1.98402
H -1.31238 2.04402 -1.19509
H 0.11039 2.52262 -0.17410
H -1.35539 0.84845 0.84504
H 1.10646 -0.61190 -0.36189
H -0.75728 -1.39330 1.81601
S 0.83039 1.54580 -2.00534
Cl -0.31157 -3.12928 0.10856
Cl 1.38929 -1.95364 2.25449
*
```

SMILES: SC/C=C/C(Cl)Cl
Lowest unoccupied orbital energy (Ha): 0.023
Maximum force (Eh/bohr): 0.11389
Electronic energy (hartree): -1474.49311
HOMO (eV): -9.145

Results of the natural (NBO) charge analysis, in e, for atoms 1 through 2: atom 1 (C): -0.66, atom 2 (C): -0.11


Entry 2:
A single C4H6ClF molecule at a distorted geometry, computed with ωB97M-V/def2-TZVPD.

Geometry as ORCA input:
```
! RIJCOSX wB97M-V def2-TZVPD def2/J DEFGRID3
* xyz 0 1
C 0.72071 1.28975 -0.36347
C -0.12338 0.00094 -0.58487
C -1.11677 -0.40526 0.43938
C 0.25624 -1.13044 0.38664
H 0.41165 1.74154 0.63443
H 1.82022 1.26652 -0.33639
H 0.42222 1.92640 -1.16145
H -0.28783 -0.31868 -1.64384
H -1.13822 -0.00048 1.43557
H 0.91806 -0.82665 1.18462
F -2.43841 -0.83493 0.18301
Cl 0.55551 -2.70870 -0.17362
*
```

SMILES: C[C@@H]1[C@@H](F)[C@H]1Cl
Lowest unoccupied orbital energy (Ha): 0.036
Maximum force (Eh/bohr): 0.04173
Electronic energy (hartree): -716.00100
HOMO (eV): -9.576

Results of the natural (NBO) charge analysis, in e, for atoms 1 through 2: atom 1 (C): -0.61, atom 2 (C): -0.27


Entry 3:
A single C4H6ClF molecule at a distorted geometry, computed with ωB97M-V/def2-TZVPD.

Geometry as ORCA input:
```
! RIJCOSX wB97M-V def2-TZVPD def2/J DEFGRID3
* xyz 0 1
C 0.28897 -1.55287 0.20213
C 0.64102 -0.29855 -0.57112
C 0.06605 0.90615 -0.53681
C -0.83880 1.27236 0.52446
H -0.62559 -1.60755 0.85812
H 0.16902 -2.26955 -0.56246
H 1.15581 -1.92327 0.82869
H -1.31946 0.31829 0.84304
H -0.34941 1.77129 1.31748
H -1.63490 1.95679 0.12096
F 0.43191 1.88664 -1.39237
Cl 2.01538 -0.45971 -1.63212
*
```

SMILES: C/C(F)=C(\C)Cl
Lowest unoccupied orbital energy (Ha): 0.033
Maximum force (Eh/bohr): 0.06061
Electronic energy (hartree): -716.03829
HOMO (eV): -8.976

Results of the natural (NBO) charge analysis, in e, for atoms 1 through 2: atom 1 (C): -0.65, atom 2 (C): -0.10


Entry 4:
A single C4H6ClF molecule at a distorted geometry, computed with ωB97M-V/def2-TZVPD.

Geometry as ORCA input:
```
! RIJCOSX wB97M-V def2-TZVPD def2/J DEFGRID3
* xyz 0 1
C 0.11434 0.56157 -0.67509
C -0.53274 0.67745 0.68538
C -0.28245 -0.95938 0.82112
C 0.85998 -0.64207 -0.24699
H 0.17161 1.28785 1.09208
H -1.56037 1.17387 0.66039
H -1.26071 -1.27040 0.00571
H -0.15117 -1.54709 1.70108
H 0.93140 -1.41404 -1.06307
H 1.95470 -0.57038 0.06907
F -0.85523 0.52496 -1.79302
Cl 0.61064 2.17765 -1.25666
*
```

SMILES: FC1(Cl)CCC1
Lowest unoccupied orbital energy (Ha): 0.033
Maximum force (Eh/bohr): 0.12087
Electronic energy (hartree): -715.95704
HOMO (eV): -10.633

Results of the natural (NBO) charge analysis, in e, for atoms 1 through 2: atom 1 (C): 0.36, atom 2 (C): -0.44


Entry 5:
A single C4H6ClF molecule at a distorted geometry, computed with ωB97M-V/def2-TZVPD.

Geometry as ORCA input:
```
! RIJCOSX wB97M-V def2-TZVPD def2/J DEFGRID3
* xyz 0 1
C 0.18352 0.97283 1.15034
C -0.05960 0.26645 -0.20042
C 0.99684 -0.68183 -0.45993
C 2.22890 -0.55911 0.04248
H -0.68048 1.51694 1.02576
H 1.06790 1.71774 0.95456
H 0.35746 0.32274 2.09448
H 0.48553 -1.43383 -1.29024
H 2.44292 0.38503 0.83093
H 3.14642 -0.95742 -0.34005
F -0.41577 1.21122 -1.09994
Cl -1.36328 -0.73189 0.20172
*
```

SMILES: C=C[C@@](C)(F)Cl
Lowest unoccupied orbital energy (Ha): 0.035
Maximum force (Eh/bohr): 0.08872
Electronic energy (hartree): -715.96503
HOMO (eV): -10.109

Results of the natural (NBO) charge analysis, in e, for atoms 1 through 2: atom 1 (C): -0.65, atom 2 (C): 0.26


Entry 6:
A gas-phase ion, C4H6ClFN3 (charge +1) at a distorted geometry, computed with ωB97M-V/def2-TZVPD.

Geometry as ORCA input:
```
! RIJCOSX wB97M-V def2-TZVPD def2/J DEFGRID3
* xyz 1 1
C -1.33155 0.03297 1.05551
C 0.83548 -0.24653 -0.02271
C -0.06388 -0.78374 1.02141
C -1.21272 0.96375 -1.06710
N -1.81767 0.70023 0.08922
N 0.23817 0.16291 -1.08588
N 2.08948 -0.39398 0.16113
F -1.85685 0.46578 -2.15232
Cl -0.97933 2.70717 -1.19357
H -1.85058 -0.21032 1.93339
H 0.39815 -0.89561 2.07431
H -0.42732 -1.73399 0.68030
H 0.77474 0.47501 -1.95146
H 2.44361 -0.84204 0.97657
H 2.76026 -0.40160 -0.51880
*
```

SMILES: [NH2+]=C1CC=N[C@@](F)(Cl)N1
Lowest unoccupied orbital energy (Ha): -0.144
Maximum force (Eh/bohr): 0.09414
Electronic energy (hartree): -880.06816
HOMO (eV): -14.915

Results of the natural (NBO) charge analysis, in e, for atoms 1 through 2: atom 1 (C): 0.24, atom 2 (C): 0.55


Entry 7:
2 unconnected molecules or ions with the total composition C4H6ClN at a distorted geometry, computed with ωB97M-V/def2-TZVPD.

Geometry as ORCA input:
```
! RIJCOSX wB97M-V def2-TZVPD def2/J DEFGRID3
* xyz 0 1
C 0.71523 0.94963 2.13991
C 1.03927 -0.17864 -0.51467
C -0.21846 0.02502 -0.93737
C -1.37868 -0.74686 -0.66718
N 0.44401 0.52401 3.13451
Cl 2.27048 0.93157 -1.06170
H 1.15692 1.31219 1.24151
H 1.29008 -0.86806 0.23487
H -0.41551 0.87221 -1.58906
H -2.17279 -0.14427 -0.12193
H -1.03730 -1.66850 -0.24940
H -1.69326 -1.00830 -1.60948
*
```

SMILES: C/C=C/Cl.C#N
Lowest unoccupied orbital energy (Ha): 0.032
Maximum force (Eh/bohr): 0.08369
Electronic energy (hartree): -670.88796
HOMO (eV): -9.680

Results of the natural (NBO) charge analysis, in e, for atoms 1 through 2: atom 1 (C): 0.07, atom 2 (C): -0.25


Entry 8:
A single C4H6ClN molecule at a distorted geometry, computed with ωB97M-V/def2-TZVPD.

Geometry as ORCA input:
```
! RIJCOSX wB97M-V def2-TZVPD def2/J DEFGRID3
* xyz 0 1
C 0.28763 1.89899 -0.51010
C 0.64285 0.64269 0.43484
C -0.70314 0.01617 0.99092
C 1.65181 -0.44732 -0.03714
H 0.07203 1.30057 -1.46677
H -0.92384 2.11997 -0.13183
H 1.07449 2.87318 -0.44968
H 1.18205 1.16236 1.31078
H -1.19557 0.71099 1.53205
H -0.27906 -0.86149 1.64047
N 2.52876 -1.25644 -0.27511
Cl -1.70037 -0.65728 -0.34002
*
```

SMILES: C[C@H](C#N)CCl
Lowest unoccupied orbital energy (Ha): 0.021
Maximum force (Eh/bohr): 0.13612
Electronic energy (hartree): -670.87151
HOMO (eV): -11.102

Results of the natural (NBO) charge analysis, in e, for atoms 1 through 2: atom 1 (C): -0.64, atom 2 (C): -0.33


no.,orbital gap (eV)
1,9.8
2,10.6
3,9.9
4,11.5
5,11.1
6,11.0
7,10.6
8,11.7